1.
22
Properties=species:S:1:pos:R:3:forces:R:3:nbo_charge:R:1 method="wB97M-V/def2-TZVPD" charge=0 e_above_lowest_ev=3.9214 multiplicity=1 gap_ev=7.834 e_tot_ev=-10437.10659 max_force_ev_per_a=1.29 smiles="CC(C)=O.C=CN.N"
C 0.01153 1.05482 -0.11612 -0.933 0.857 0.234 0.553
C 0.85929 -0.89011 0.29515 -0.355 -0.836 -0.117 -0.249
C -0.05495 -1.86140 -0.12916 0.957 0.267 0.236 -0.159
C 1.22896 1.93235 0.14075 0.165 -0.372 0.041 -0.696
C -0.33691 0.93483 -1.59718 0.062 -0.402 0.047 -0.701
N 1.10665 -0.84897 1.71012 -0.123 0.002 0.141 -0.861
N -2.01043 -1.23259 0.23193 -0.144 0.440 0.091 -0.977
O -0.93322 1.13583 0.73083 0.820 -0.162 -0.465 -0.741
H -1.83761 -0.22168 0.47405 -0.202 -0.465 -0.150 0.438
H 1.70342 -0.71709 -0.36053 -0.134 0.313 -0.158 0.216
H 0.42588 -0.22712 2.14696 0.091 0.018 -0.032 0.370
H 2.02657 -0.49065 1.92690 -0.034 0.018 -0.025 0.361
H -2.66534 -1.33443 -0.53221 0.005 0.043 0.014 0.375
H -2.34894 -1.74589 1.03609 -0.020 0.042 -0.043 0.376
H -0.14163 -2.06637 -1.18848 -0.114 0.073 0.013 0.197
H -0.29246 -2.68884 0.52710 -0.009 0.109 -0.002 0.197
H 0.95751 2.96661 -0.09126 -0.073 -0.091 0.022 0.228
H 2.08099 1.65580 -0.48192 -0.013 0.012 -0.019 0.205
H 1.51587 1.88402 1.19001 -0.036 0.014 -0.004 0.223
H 0.49614 0.53044 -2.17725 -0.027 0.113 0.007 0.210
H -1.20839 0.29907 -1.75672 0.045 0.037 0.085 0.210
H -0.58291 1.93138 -1.97907 0.069 -0.031 0.084 0.224



2.
15
Properties=species:S:1:pos:R:3:forces:R:3:nbo_charge:R:1 method="wB97M-V/def2-TZVPD" charge=-1 e_above_lowest_ev=0.5960 s_squared=0.751 multiplicity=2 gap_ev="2.351 / 10.306" e_tot_ev=-6355.42926 max_force_ev_per_a=1.52
C 1.37427 0.13088 -0.36612 0.461 -0.859 0.450 -0.769
C 0.15247 0.97145 -0.11466 -0.642 0.314 -1.346 -0.593
C -0.31060 1.65582 -1.41023 -0.501 -0.199 1.359 -0.152
C -1.54620 2.13429 -1.47802 -0.223 0.955 -0.868 -0.436
H 2.31806 0.61590 -0.59523 -0.076 0.685 -0.297 0.185
H 1.62657 -0.47613 0.49882 -0.166 -0.231 0.257 0.201
H 1.15966 -0.57642 -1.17312 0.050 0.033 0.017 0.197
H 0.22312 1.77762 0.62804 0.320 -0.499 0.076 0.206
H -0.66908 0.29626 0.16031 0.211 0.190 0.369 0.201
H 0.41729 1.74704 -2.20524 -0.028 0.307 -0.123 0.185
H -1.89159 2.81785 -2.25224 0.239 -0.397 -0.410 0.176
H -2.32289 2.01848 -0.73576 0.341 -0.324 0.531 0.188
H -0.19227 -4.47396 2.23136 0.179 -0.100 0.519 0.310
H -0.33436 -3.92320 3.63970 0.125 -0.122 -0.119 0.345
O -0.00443 -4.71587 3.17240 -0.290 0.246 -0.413 -1.244



3.
16
Properties=species:S:1:pos:R:3:forces:R:3:nbo_charge:R:1 method="wB97M-V/def2-TZVPD" charge=0 e_above_lowest_ev=2.2820 multiplicity=1 gap_ev=10.746 e_tot_ev=-8403.26502 max_force_ev_per_a=1.98 smiles="CC(=O)[C@@H](C)O.[H][H]"
C -0.75807 1.26778 0.88082 -0.070 -0.141 -0.067 -0.633
C -0.39333 -0.22035 0.82253 0.396 -0.022 -0.009 -0.020
O -1.44874 -1.14345 0.72921 0.549 -0.891 0.312 -0.727
C 0.55329 -0.70919 -0.28987 0.547 -0.591 0.257 0.610
C 1.67316 0.06650 -0.88373 0.126 0.143 -0.033 -0.725
O 0.45423 -1.90457 -0.54467 0.324 0.403 -0.175 -0.595
H -1.36419 1.60185 0.03471 0.097 -0.176 0.085 0.225
H 0.15382 1.88202 0.91258 -0.183 -0.251 -0.004 0.212
H -1.31680 1.48489 1.79730 0.075 -0.165 -0.149 0.228
H 0.17814 -0.45475 1.73328 0.148 0.140 0.076 0.202
H -1.60174 -0.46660 -0.93680 -0.086 0.339 -0.887 0.077
H -1.14737 -0.16673 -1.46351 -0.528 0.152 -0.472 -0.078
H 1.49234 1.13892 -0.95392 -0.005 -0.096 0.058 0.230
H 2.52578 -0.11992 -0.22278 0.091 0.189 -0.113 0.252
H 1.90228 -0.35845 -1.86333 0.022 0.113 0.149 0.250
H -0.90280 -1.89794 0.24816 -1.503 0.852 0.972 0.492